The following is a DFT calculation (the ωB97M-V functional and the def2-TZVPD basis) of a structure of composition C53H42IrN5Si.

Geometry as XYZ:
```
102
Properties=species:S:1:pos:R:3:forces:R:3:mulliken_spin:R:1
Ir -0.298278 0.390658 0.017372 1.0 -2.0 0.2 0.05
Si 1.823566 -2.241487 -1.515329 1.1 -0.6 -1.7 -0.01
N 0.087383 1.160905 1.785793 0.1 0.1 0.3 -0.03
N -0.943662 0.082623 -1.836395 -0.5 -0.3 -0.5 -0.03
N 1.231828 1.455331 -0.671735 -0.1 0.1 0.0 -0.02
N -2.025631 -0.357657 0.748496 0.1 0.1 -0.5 -0.01
N 0.976576 -1.715815 -0.054329 -1.4 2.2 0.6 0.43
C -0.618599 0.788766 -2.961466 1.1 1.1 0.5 0.00
C -2.137001 -0.761047 -3.565780 0.6 0.8 -1.2 0.00
C -0.116710 1.789805 3.945780 1.5 0.5 0.1 -0.01
C 0.630551 -1.937685 2.312408 -0.2 0.3 0.4 0.06
C 1.363330 1.899772 -1.944818 -0.1 0.1 -0.3 0.01
C -3.065481 1.743558 3.673088 -0.4 0.3 0.6 0.00
C 1.536675 -3.813314 3.503178 -0.1 0.1 0.0 0.22
C -4.657863 -2.650550 -2.382293 0.1 0.1 0.0 0.00
C -1.891727 -0.844987 -2.182449 0.2 -0.5 1.2 0.02
C -3.435071 -2.767614 -1.733903 -0.2 -0.2 -0.1 0.00
C 0.897331 -3.810076 -2.127235 0.4 0.6 0.5 0.02
C -0.800772 1.321627 2.812513 -1.4 -0.6 -0.4 0.01
C -3.718659 3.950931 4.426081 -0.1 0.1 0.2 0.00
C 1.969658 -1.134143 -3.052859 -0.4 -0.2 0.9 0.00
C -5.344365 -3.785610 -2.774082 -0.1 -0.1 -0.1 0.00
C -4.815464 -5.042338 -2.525399 0.0 0.0 0.0 0.00
C 5.994755 2.584485 2.493963 0.1 0.0 0.1 0.00
C 3.348145 2.221249 -0.931102 -0.1 0.1 -0.4 0.01
C 0.700002 4.736016 -6.016393 0.0 0.0 0.0 0.00
C 0.879211 -2.587800 3.495166 -0.1 0.1 0.1 -0.10
C -2.828530 -1.221977 0.067056 0.2 -0.1 0.0 0.02
C 2.394849 1.714762 0.011077 -0.1 -0.2 0.1 0.00
C -4.077175 1.197756 4.467164 0.2 0.0 -0.1 0.00
C 2.693747 2.407994 -2.110683 0.2 0.0 0.4 0.00
C -3.597936 -5.166142 -1.875902 -0.1 -0.1 0.0 0.00
C 0.756240 5.068150 -4.672181 0.0 0.1 -0.1 0.00
C -4.726563 3.400027 5.200995 0.1 -0.1 0.0 0.00
C -2.198292 0.990700 2.770630 1.2 -0.4 -0.5 -0.01
C -4.895527 2.024054 5.216067 -0.1 0.0 0.1 0.00
C 1.079710 -2.440192 1.065345 -0.2 0.2 0.1 0.13
C -4.018072 -0.526722 1.829986 -0.1 -0.3 -0.3 0.01
C -2.718075 0.082016 1.841782 0.1 0.4 0.3 0.00
C -2.892458 3.135122 3.683153 -0.1 -0.3 -0.2 0.00
C 1.217124 1.927605 3.587025 -1.2 0.0 1.0 0.01
C 0.419557 1.771825 -2.985150 -0.6 -1.1 0.6 -0.01
C 1.675380 -3.733839 1.103691 0.2 -0.3 0.0 0.19
C 5.144667 0.832574 3.889844 0.2 0.0 0.1 0.00
C 1.899743 -4.386242 2.289412 0.1 -0.2 -0.2 -0.05
C -2.918745 -4.034071 -1.470117 0.0 0.2 -0.1 0.00
C 0.688321 4.078995 -3.713884 -0.2 -0.2 0.0 0.00
C 3.662081 -2.445072 -0.980198 -0.9 0.0 0.0 0.02
C 3.959115 0.852047 3.185902 0.0 -0.1 -0.3 0.00
C 2.489126 1.659062 1.408660 -1.4 -0.2 0.2 0.00
C -4.054888 -1.395790 0.786910 0.0 0.2 0.3 0.00
C 3.761319 1.740545 2.119723 0.7 0.1 0.4 0.00
C 0.603406 3.405050 -6.391155 0.0 0.1 -0.1 0.00
C 6.179158 1.686395 3.533736 -0.1 0.0 0.0 0.00
C -2.652077 -1.609359 -1.259455 0.5 0.8 -0.4 -0.03
C 0.527592 2.408678 -5.436276 0.1 -0.1 0.3 0.00
C 4.794307 2.628553 1.808413 -0.2 0.0 0.0 0.00
C -1.388634 0.300553 -4.043995 -1.1 -1.1 0.0 0.01
C 0.552346 2.731246 -4.078396 0.1 0.5 -0.5 -0.01
C 1.321758 1.550103 2.234576 0.9 -0.1 -1.1 -0.01
H 1.741250 -4.322190 4.430925 0.0 -0.1 0.1 0.01
H -3.579531 5.019724 4.392591 0.0 0.1 0.0 0.00
H 0.589488 3.146665 -7.438363 0.0 -0.1 -0.1 0.00
H -5.370905 4.030565 5.794172 -0.1 0.1 0.0 0.00
H 4.179133 -3.125505 -1.648891 0.1 -0.2 -0.2 0.00
H 0.846132 6.099748 -4.369228 0.0 0.1 0.0 0.00
H -2.818363 -1.377070 -4.119874 -0.1 -0.1 -0.1 0.00
H -5.352114 -5.922782 -2.838581 -0.1 -0.1 0.0 0.00
H -1.969629 -4.115701 -0.962628 0.1 0.0 0.1 0.00
H 2.681440 -1.595127 -3.733624 0.2 -0.3 0.1 0.00
H -0.556649 1.968968 4.905745 -0.1 0.2 0.2 0.00
H -3.178807 -6.142195 -1.680401 0.0 -0.1 0.0 0.00
H 1.587792 -4.510398 -2.584037 0.2 -0.1 -0.1 0.00
H 3.780427 -2.810578 0.034515 0.1 -0.1 0.1 0.00
H 4.166735 -1.483621 -1.041326 0.0 0.2 -0.1 0.00
H 0.159782 -3.540309 -2.875489 -0.1 0.2 -0.2 0.00
H 0.374757 -4.329771 -1.332537 -0.1 -0.1 0.2 0.00
H 0.097277 -1.004366 2.315232 0.0 0.1 0.0 0.11
H -1.398844 0.663319 -5.050863 0.0 0.1 -0.1 0.00
H 2.343984 -0.144691 -2.821532 0.1 0.1 0.0 0.00
H -4.868891 -2.014523 0.461622 -0.1 -0.1 0.0 0.00
H 2.367340 -5.359287 2.276945 0.0 -0.1 0.0 0.00
H 0.735847 5.508612 -6.767926 0.0 0.1 -0.1 0.00
H 4.635914 3.389488 1.061819 0.0 0.1 -0.1 0.00
H 0.698379 4.345677 -2.666383 0.0 0.0 0.0 0.00
H 4.381561 2.424537 -0.744041 0.2 0.1 0.1 0.00
H -2.135298 3.572417 3.048818 0.1 0.0 0.0 0.00
H 2.009159 2.281913 4.216446 0.1 0.1 0.0 0.00
H 5.259434 0.142846 4.714041 0.1 0.0 0.0 0.00
H -6.299125 -3.684914 -3.271121 0.0 0.0 0.0 0.00
H 3.178323 0.148164 3.433120 -0.1 -0.1 0.0 0.00
H -5.073785 -1.670180 -2.566594 0.0 0.1 0.0 0.00
H -4.201880 0.125606 4.527565 0.0 0.0 0.0 0.00
H 6.796174 3.258388 2.224544 0.0 0.1 0.0 0.00
H 0.505367 1.373104 -5.736788 0.0 -0.1 -0.1 0.00
H 0.557493 -2.146971 4.426956 -0.1 0.1 0.0 0.00
H 3.097985 2.804162 -3.021662 0.1 0.1 -0.2 0.00
H 7.117297 1.657674 4.067394 0.1 0.0 0.0 0.00
H -5.682882 1.591976 5.814166 0.0 -0.1 0.1 0.00
H -4.815121 -0.311163 2.508188 -0.2 0.0 0.2 0.00
H 1.035475 -1.034354 -3.590980 -0.2 0.0 -0.1 0.00
H 1.955577 -4.217865 0.186037 0.1 -0.1 -0.1 0.00
```
Forces are in eV/Å.

Summary:
LUMO energy (spin up / spin down)   -4.277 / -4.739 eV
ΔE to the lowest compared entry with this formula, charge and spin   162.1 kJ/mol
Net charge   +1
2S+1   2